1.
Below is 2 unconnected molecules or ions with the total composition C25H38BrCl4N2O in a non-equilibrium geometry, with properties calculated with the ωB97M-V functional and the def2-TZVPD basis.

CARTESIAN COORDINATES (ANGSTROEM)
C  -1.518  4.087  4.192
C  -0.860  3.239  3.056
C  -1.759  2.088  2.517
Br  -0.590  0.580  2.100
C  -2.661  2.512  1.352
N  -2.563  3.768  0.877
C  -3.338  4.250  -0.106
C  -4.294  3.474  -0.693
C  -4.439  2.144  -0.249
O  -5.400  1.383  -0.813
C  -3.609  1.652  0.789
C  -3.860  0.212  1.225
C  -3.767  -0.845  0.082
C  -2.394  -0.929  -0.664
C  -1.895  -2.390  -0.650
C  -1.367  -2.893  0.721
C  -0.165  -3.884  0.579
C  1.175  -3.107  0.664
C  2.404  -4.026  0.812
C  3.709  -3.147  0.815
C  4.771  -3.770  -0.133
C  6.022  -2.872  -0.325
C  5.736  -1.590  -1.143
N  5.823  -1.779  -2.593
C  6.143  -2.874  -3.323
C  6.045  -2.531  -4.662
C  5.667  -1.153  -4.690
C  5.547  -0.703  -3.389
H  -1.702  5.102  3.810
H  -0.766  4.209  4.985
H  -2.404  3.623  4.641
H  0.020  2.752  3.495
H  -0.451  3.877  2.254
H  -2.439  1.818  3.339
H  -1.893  4.430  1.255
H  -3.211  5.325  -0.432
H  -4.938  3.876  -1.472
H  -6.257  1.826  -0.712
H  -3.238  -0.125  2.059
H  -4.905  0.179  1.589
H  -4.558  -0.753  -0.668
H  -3.920  -1.825  0.564
H  -1.654  -0.194  -0.330
H  -2.603  -0.692  -1.723
H  -1.124  -2.607  -1.406
H  -2.753  -3.035  -0.911
H  -1.003  -2.066  1.346
H  -2.156  -3.408  1.295
H  -0.252  -4.403  -0.391
H  -0.187  -4.623  1.393
H  1.272  -2.477  -0.239
H  1.157  -2.457  1.558
H  2.358  -4.569  1.768
H  2.508  -4.729  -0.026
H  4.131  -3.062  1.828
H  3.442  -2.135  0.465
H  5.124  -4.677  0.393
H  4.317  -4.087  -1.084
H  6.334  -2.560  0.685
H  6.810  -3.484  -0.784
H  6.381  -0.779  -0.781
H  4.698  -1.299  -0.916
H  6.405  -3.819  -2.861
H  6.245  -3.203  -5.490
H  5.505  -0.588  -5.606
H  5.286  0.296  -3.054
C  -5.634  7.901  -1.240
Cl  -4.775  6.431  -0.687
Cl  -6.195  8.805  0.166
Cl  -4.528  8.893  -2.189
Cl  -7.011  7.421  -2.233

Computed properties:
Frontier orbital gap = 5.456 eV
Calculated total energy = -5574.644581 a.u.
Total charge = +1
Largest force on an atom = 0.044 Eh/bohr
Multiplicity = 1
LUMO energy = -3.92 eV

---

2.
Below is a molecular structure, C25H38F5IrN4O2PSbSe in a non-equilibrium geometry, with properties calculated with the ωB97M-V functional and the def2-TZVPD basis.

CARTESIAN COORDINATES (ANGSTROEM)
Ir  -0.995  -1.153  -0.224
C  -4.628  1.191  -0.426
C  -3.522  0.212  -0.586
N  -2.260  0.520  -0.560
O  -2.015  1.812  -0.209
C  -3.799  -1.215  -0.792
C  -5.116  -1.750  -1.228
N  -2.743  -1.963  -0.646
O  -2.657  -3.182  -1.030
H  -4.255  2.195  -0.262
H  -5.257  0.887  0.414
H  -5.262  1.185  -1.315
H  -1.070  2.036  -0.530
H  -5.469  -1.250  -2.130
H  -5.860  -1.583  -0.446
H  -5.039  -2.815  -1.424
F  1.394  8.330  -1.019
C  1.283  7.010  -1.019
C  2.179  6.235  -1.738
F  3.156  6.815  -2.425
C  2.048  4.858  -1.731
F  2.945  4.146  -2.434
C  1.039  4.215  -1.034
Se  0.875  2.324  -1.064
C  0.166  5.016  -0.317
F  -0.828  4.461  0.401
C  0.273  6.395  -0.298
F  -0.581  7.127  0.411
N  3.679  -0.537  -2.556
C  2.436  0.178  -3.022
C  1.194  -0.533  -2.508
N  1.209  -0.753  -1.036
C  2.417  -1.506  -0.674
C  3.676  -0.747  -1.066
H  4.500  0.005  -2.833
H  3.759  -1.444  -3.022
H  2.458  0.220  -4.109
H  2.473  1.190  -2.617
H  1.086  -1.514  -2.983
H  0.335  0.080  -2.776
H  1.313  0.168  -0.579
H  2.397  -2.480  -1.175
H  2.430  -1.687  0.397
H  4.581  -1.293  -0.805
H  3.697  0.240  -0.603
C  -0.881  -1.936  3.071
P  -1.016  -0.558  1.909
C  -2.553  0.229  2.424
C  0.337  0.540  2.286
C  0.129  1.917  2.355
C  1.190  2.759  2.651
C  2.458  2.235  2.848
C  2.676  0.862  2.767
C  1.619  0.015  2.488
H  0.007  -2.533  2.887
H  -1.763  -2.573  2.981
H  -0.831  -1.529  4.082
H  -2.454  0.500  3.476
H  -3.366  -0.492  2.316
H  -2.770  1.115  1.833
H  -0.848  2.344  2.174
H  1.024  3.825  2.717
H  3.282  2.897  3.080
H  3.663  0.458  2.955
H  1.781  -1.059  2.485
C  0.198  -4.494  -1.750
Sb  -0.285  -3.666  0.134
C  -1.575  -5.095  0.988
C  1.486  -4.255  1.193
H  0.898  -5.316  -1.608
H  0.633  -3.756  -2.421
H  -0.724  -4.862  -2.198
H  -1.067  -6.054  0.896
H  -2.509  -5.097  0.435
H  -1.760  -4.887  2.040
H  1.477  -5.345  1.221
H  1.508  -3.898  2.221
H  2.395  -3.937  0.689

Computed properties:
Frontier orbital gap = 4.962 eV
Calculated total energy = -4930.960340 a.u.
Total charge = +2
Largest force on an atom = 0.038 Eh/bohr
Multiplicity = 1
LUMO energy = -7.13 eV

---

3.
Below is a molecular structure, C25H38F5IrN4O2PSbSe in a non-equilibrium geometry, with properties calculated with the ωB97M-V functional and the def2-TZVPD basis.

CARTESIAN COORDINATES (ANGSTROEM)
Ir  0.281  -0.258  -0.179
C  1.084  1.423  3.667
C  0.516  0.924  2.383
N  1.248  0.496  1.404
O  2.606  0.324  1.565
C  -0.916  0.799  2.181
C  -1.932  1.344  3.128
N  -1.261  0.130  1.094
O  -2.463  -0.145  0.809
H  2.080  1.842  3.530
H  1.127  0.618  4.404
H  0.441  2.201  4.074
H  2.755  0.010  2.471
H  -1.954  0.797  4.073
H  -2.918  1.269  2.676
H  -1.716  2.389  3.354
F  -3.863  -2.743  4.807
C  -2.860  -2.712  3.948
C  -1.598  -2.315  4.364
F  -1.395  -1.960  5.626
C  -0.559  -2.276  3.451
F  0.642  -1.874  3.890
C  -0.734  -2.614  2.118
Se  0.714  -2.530  0.873
C  -2.006  -3.003  1.741
F  -2.263  -3.310  0.445
C  -3.066  -3.060  2.623
F  -4.273  -3.421  2.204
N  -2.418  -3.028  -3.484
C  -3.116  -2.152  -2.474
C  -2.202  -1.006  -2.078
N  -0.920  -1.502  -1.545
C  -0.238  -2.341  -2.539
C  -1.101  -3.525  -2.947
H  -2.253  -2.494  -4.340
H  -3.016  -3.815  -3.744
H  -3.337  -2.784  -1.614
H  -4.049  -1.802  -2.910
H  -2.689  -0.429  -1.292
H  -1.999  -0.353  -2.933
H  -1.139  -2.122  -0.756
H  0.683  -2.732  -2.109
H  0.016  -1.721  -3.403
H  -1.330  -4.151  -2.083
H  -0.627  -4.131  -3.716
C  -1.994  2.296  -1.207
P  -0.237  1.853  -1.100
C  0.375  2.249  -2.765
C  0.466  3.160  -0.058
C  -0.309  3.851  0.871
C  0.275  4.802  1.698
C  1.631  5.075  1.599
C  2.408  4.397  0.667
C  1.827  3.443  -0.151
H  -2.529  2.001  -0.306
H  -2.458  1.797  -2.056
H  -2.068  3.372  -1.363
H  0.205  3.307  -2.966
H  -0.152  1.657  -3.515
H  1.440  2.041  -2.849
H  -1.370  3.659  0.959
H  -0.336  5.339  2.412
H  2.081  5.827  2.233
H  3.462  4.623  0.572
H  2.437  2.932  -0.885
C  2.803  -0.522  -3.541
Sb  2.673  -0.546  -1.411
C  4.296  0.730  -0.921
C  3.576  -2.452  -1.131
H  3.802  -0.857  -3.816
H  2.644  0.472  -3.955
H  2.078  -1.207  -3.975
H  5.016  0.127  -0.374
H  3.985  1.558  -0.294
H  4.746  1.095  -1.843
H  4.627  -2.302  -0.890
H  3.508  -3.012  -2.063
H  3.110  -3.017  -0.329

Computed properties:
Frontier orbital gap = 8.049 eV
Calculated total energy = -4931.072515 a.u.
Total charge = +2
Largest force on an atom = 0.020 Eh/bohr
Multiplicity = 1
LUMO energy = -5.32 eV

---

4.
Below is a molecular structure, C25H38GeMoN2O2PS2SbSe in a non-equilibrium geometry, with properties calculated with the ωB97M-V functional and the def2-TZVPD basis.

CARTESIAN COORDINATES (ANGSTROEM)
Mo  0.349  -0.453  0.151
C  3.919  -1.049  -2.223
Sb  3.067  -0.974  -0.285
C  4.133  0.639  0.591
C  4.032  -2.593  0.695
H  4.997  -1.135  -2.098
H  3.677  -0.132  -2.756
H  3.538  -1.905  -2.774
H  5.198  0.427  0.526
H  3.840  0.743  1.634
H  3.902  1.557  0.053
H  5.099  -2.378  0.683
H  3.853  -3.536  0.185
H  3.689  -2.662  1.726
C  -4.021  -1.743  -1.627
N  -3.443  -1.024  -0.484
C  -4.243  -0.236  0.338
C  -3.750  0.553  1.302
C  -2.308  0.623  1.522
O  -1.718  1.389  2.245
N  -1.601  -0.334  0.770
C  -2.127  -1.034  -0.246
O  -1.246  -1.653  -0.934
H  -4.482  -1.035  -2.312
H  -4.768  -2.451  -1.274
H  -3.226  -2.275  -2.140
H  -5.302  -0.300  0.129
H  -4.398  1.162  1.912
S  2.040  3.948  -2.031
P  0.936  3.887  -0.475
S  0.707  1.684  0.019
C  -0.789  4.307  -0.631
C  -1.292  4.583  -1.904
C  -2.610  4.988  -2.036
C  -3.416  5.103  -0.911
C  -2.916  4.812  0.353
C  -1.599  4.415  0.503
C  1.592  4.490  1.078
C  2.340  5.666  0.993
C  2.786  6.272  2.156
C  2.494  5.710  3.391
C  1.757  4.535  3.472
C  1.299  3.921  2.318
H  -0.648  4.500  -2.769
H  -3.003  5.225  -3.015
H  -4.442  5.432  -1.017
H  -3.549  4.910  1.225
H  -1.213  4.197  1.489
H  2.577  6.095  0.028
H  3.366  7.183  2.098
H  2.843  6.188  4.296
H  1.535  4.098  4.436
H  0.714  3.012  2.392
C  0.126  -4.047  -2.904
Ge  -0.223  -4.910  -1.191
C  -2.121  -5.051  -0.763
C  0.561  -6.695  -1.242
C  0.920  -4.108  0.264
Se  0.473  -2.660  1.498
C  -1.310  -3.167  2.050
H  -0.623  -4.398  -3.617
H  1.102  -4.363  -3.274
H  0.086  -2.963  -2.866
H  -2.535  -5.786  -1.455
H  -2.668  -4.119  -0.898
H  -2.280  -5.424  0.248
H  0.065  -7.284  -2.015
H  0.447  -7.220  -0.294
H  1.622  -6.645  -1.489
H  1.835  -3.791  -0.237
H  1.195  -4.926  0.931
H  -1.974  -3.202  1.194
H  -1.644  -2.445  2.790
H  -1.222  -4.150  2.506

Computed properties:
Frontier orbital gap (alpha / beta) = 6.160 / 7.057 eV
Calculated total energy = -7159.425156 a.u.
Total charge = +2
Largest force on an atom = 0.029 Eh/bohr
Multiplicity = 3
LUMO energy (alpha / beta) = -8.01 / -7.12 eV

---

5.
Below is C25H38N2O4 in the gas phase, with properties calculated with the ωB97M-V functional and the def2-TZVPD basis.

CARTESIAN COORDINATES (ANGSTROEM)
C  -2.525  -4.015  0.630
O  -3.195  -2.914  0.062
C  -2.455  -1.822  -0.310
C  -1.077  -1.761  -0.190
C  -0.350  -0.646  -0.595
C  1.133  -0.707  -0.428
O  1.732  -1.769  -0.438
N  1.729  0.494  -0.258
C  3.161  0.696  -0.071
C  3.644  -0.010  1.197
C  5.145  0.179  1.451
C  5.443  1.595  1.953
C  5.570  -0.793  2.560
C  5.937  -0.186  0.183
C  5.446  0.376  -1.162
C  5.826  1.845  -1.369
C  6.128  -0.429  -2.278
C  3.930  0.177  -1.285
C  -1.021  0.428  -1.163
C  -2.396  0.384  -1.279
C  -3.137  -0.712  -0.848
O  -4.480  -0.617  -1.055
C  -5.405  -1.246  -0.174
C  -5.191  -0.819  1.288
C  -6.005  0.443  1.603
N  -6.084  1.290  0.434
C  -5.329  2.413  0.376
C  -5.450  3.241  -0.886
O  -4.619  2.756  1.304
C  -6.858  0.739  -0.656
C  -6.790  -0.795  -0.642
H  -3.302  -4.745  0.850
H  -2.013  -3.739  1.556
H  -1.806  -4.451  -0.069
H  -0.514  -2.589  0.211
H  1.133  1.300  -0.169
H  3.299  1.777  0.026
H  3.076  0.356  2.056
H  3.431  -1.073  1.080
H  5.001  1.738  2.938
H  5.043  2.360  1.298
H  6.516  1.747  2.039
H  6.634  -0.693  2.766
H  5.023  -0.588  3.478
H  5.372  -1.823  2.272
H  6.983  0.098  0.325
H  5.907  -1.274  0.098
H  5.619  2.138  -2.397
H  5.273  2.512  -0.718
H  6.887  1.991  -1.183
H  7.209  -0.317  -2.221
H  5.798  -0.081  -3.255
H  5.887  -1.486  -2.196
H  3.565  0.676  -2.186
H  3.714  -0.888  -1.379
H  -0.489  1.289  -1.538
H  -2.936  1.211  -1.710
H  -5.317  -2.335  -0.263
H  -5.483  -1.628  1.957
H  -4.130  -0.616  1.441
H  -5.529  1.020  2.398
H  -7.022  0.182  1.912
H  -4.901  4.167  -0.735
H  -5.017  2.712  -1.733
H  -6.491  3.469  -1.103
H  -6.453  1.093  -1.603
H  -7.905  1.065  -0.579
H  -7.535  -1.220  0.030
H  -6.982  -1.169  -1.648

Computed properties:
Frontier orbital gap = 9.018 eV
Calculated total energy = -1385.940902 a.u.
SMILES = COc1cc(C(=O)NC2CC(C)(C)CC(C)(C)C2)ccc1OC1CCN(C(C)=O)CC1
Largest force on an atom = 0.018 Eh/bohr
Multiplicity = 1
LUMO energy = 0.66 eV

---

6.
Below is C25H38N4O4S in the gas phase in a non-equilibrium geometry, with properties calculated with the ωB97M-V functional and the def2-TZVPD basis.

CARTESIAN COORDINATES (ANGSTROEM)
C  2.526  2.416  -0.754
C  3.904  1.817  -1.026
N  4.800  1.978  0.105
C  5.416  3.283  0.217
C  6.483  3.620  -0.834
C  5.687  0.858  0.355
C  5.135  -0.034  1.486
N  3.802  -0.500  1.211
C  3.559  -1.606  0.495
O  4.423  -2.375  0.099
C  2.109  -1.872  0.218
C  1.838  -3.001  -0.490
N  0.612  -3.416  -0.863
C  0.498  -4.669  -1.588
C  0.204  -5.833  -0.645
C  -0.493  -2.696  -0.468
C  -1.802  -3.098  -0.783
C  -2.882  -2.353  -0.368
C  -2.690  -1.202  0.385
S  -4.119  -0.238  0.891
O  -5.273  -1.081  0.767
O  -3.835  0.369  2.155
N  -4.260  0.968  -0.236
C  -4.714  0.550  -1.536
C  -3.384  2.115  -0.103
C  -4.167  3.424  -0.243
C  -3.255  4.604  0.080
C  -2.041  4.613  -0.845
C  -1.279  3.294  -0.746
C  -2.198  2.119  -1.071
C  -1.424  -0.790  0.709
C  -0.308  -1.515  0.281
C  1.027  -1.007  0.639
O  1.162  0.062  1.232
H  1.882  2.245  -1.614
H  2.590  3.487  -0.581
H  2.074  1.951  0.117
H  4.318  2.266  -1.944
H  3.783  0.748  -1.215
H  4.620  4.030  0.167
H  5.863  3.347  1.213
H  7.287  2.888  -0.819
H  6.055  3.640  -1.833
H  6.905  4.600  -0.624
H  5.823  0.239  -0.540
H  6.670  1.215  0.669
H  5.785  -0.906  1.597
H  5.109  0.532  2.418
H  3.021  0.118  1.409
H  2.677  -3.615  -0.790
H  1.448  -4.845  -2.098
H  -0.277  -4.579  -2.351
H  -0.728  -5.673  -0.109
H  0.128  -6.757  -1.211
H  1.005  -5.935  0.082
H  -1.982  -3.998  -1.346
H  -3.891  -2.657  -0.593
H  -5.461  -0.224  -1.374
H  -3.905  0.146  -2.157
H  -5.179  1.389  -2.053
H  -3.012  2.053  0.924
H  -5.020  3.403  0.435
H  -4.543  3.523  -1.263
H  -2.921  4.526  1.117
H  -3.809  5.539  -0.024
H  -1.381  5.441  -0.583
H  -2.372  4.763  -1.875
H  -0.883  3.173  0.264
H  -0.433  3.302  -1.435
H  -1.644  1.180  -0.995
H  -2.562  2.219  -2.096
H  -1.264  0.090  1.313

Computed properties:
Frontier orbital gap = 7.884 eV
Calculated total energy = -1893.641835 a.u.
SMILES = CCN(CC)CCNC(=O)c1cn(CC)c2ccc(S(=O)(=O)N(C)C3CCCCC3)cc2c1=O
Largest force on an atom = 0.023 Eh/bohr
Multiplicity = 1
LUMO energy = -0.15 eV